1.
ORCA calculation (wB97M-V/def2-TZVPD) on C4H10FKO2 as an isolated structure.

Geometry (Å):
K 0.78748 1.36562 1.33171
C -0.27487 2.74411 -1.65600
C 0.39303 1.74507 -2.57643
O 1.05793 0.73630 -1.87615
H 0.36073 3.07792 -0.83584
H -1.29518 2.54364 -1.32907
H -0.36289 3.70260 -2.16753
H 1.06210 2.24826 -3.27447
H -0.36580 1.38504 -3.27116
C -0.94598 -2.78525 1.27503
C -0.20066 -2.15897 2.44606
O 0.93966 -1.49679 2.13808
H -0.32907 -3.60849 0.91475
H -1.27658 -2.08775 0.50542
H -1.91885 -3.06164 1.68151
H 0.07452 -2.92818 3.16765
H -0.77981 -1.49259 3.08530
F 3.07417 0.07107 0.44121

Results
HOMO-LUMO gap (alpha / beta) = 3.96 / 3.54 eV
LUMO energy (alpha / beta) = 1.8 / 1.4 eV
Expectation value of S² = 0.756
Net charge = -1
Spin multiplicity = 2
HOMO (alpha / beta) = -2.132 / -2.119 eV
Max |F| = 0.0446 Eh/bohr


2.
ORCA calculation (wB97M-V/def2-TZVPD) on C26H41BBrClN7O4SbTl as an isolated structure.

Geometry (Å):
Tl -0.01434 0.19124 -0.17694
C 1.86350 -2.47652 -2.06409
C 2.00035 -1.07941 -2.54373
C 2.71405 -0.58105 -3.63380
C 2.58284 0.79933 -3.57356
C 3.14275 1.81771 -4.49790
N 1.82315 1.09844 -2.50219
N 1.46072 -0.05077 -1.88852
B 1.60280 2.49125 -1.86326
N 2.19903 2.43432 -0.43626
N 1.87308 1.44229 0.42251
C 2.72451 1.46550 1.44794
C 2.67545 0.46254 2.54002
C 3.61408 2.52430 1.26254
C 3.25526 3.11178 0.06047
C 3.89361 4.28104 -0.59493
N 0.08972 2.83148 -1.85109
N -0.84132 1.93936 -1.45563
C -2.05207 2.45946 -1.66861
C -3.30225 1.70867 -1.38523
C -1.89848 3.72949 -2.21458
C -0.53009 3.93031 -2.32284
C 0.15213 5.13849 -2.84613
H 2.41724 -3.16031 -2.70267
H 0.82108 -2.78864 -2.02844
H 2.23880 -2.54085 -1.04378
H 3.26409 -1.15176 -4.35511
H 3.61518 1.32513 -5.34202
H 3.88137 2.43445 -3.98944
H 2.36077 2.47442 -4.87174
H 2.15848 3.31745 -2.48492
H 1.90628 -0.27820 2.33764
H 2.49521 0.93418 3.50608
H 3.63019 -0.05673 2.60053
H 4.41919 2.80863 1.90917
H 4.63091 4.70783 0.07878
H 3.16296 5.04616 -0.84720
H 4.39338 3.97656 -1.51192
H -3.12812 0.93720 -0.63669
H -3.66786 1.22180 -2.28966
H -4.08143 2.38525 -1.04521
H -2.67599 4.40996 -2.49126
H -0.59557 5.88350 -3.10454
H 0.73343 4.90327 -3.73467
H 0.82836 5.55232 -2.10129
O 0.14377 -2.00996 3.18611
Cl -0.30765 -2.25849 1.88382
O -0.65678 -3.59003 1.65568
O -1.44356 -1.40570 1.60696
O 0.72826 -1.86316 0.94243
Br -3.05002 -4.08661 -4.92533
C -2.34679 -2.95365 -3.58825
C -2.25977 -3.37475 -2.26719
C -1.75510 -2.49091 -1.32796
N -1.33838 -1.26742 -1.63749
C -1.40879 -0.87104 -2.90696
C -1.90019 -1.67502 -3.91459
H -2.57022 -4.36325 -1.96565
H -1.69169 -2.77528 -0.28955
H -1.05514 0.12484 -3.12906
H -1.93424 -1.31452 -4.93043
C -4.27213 1.21407 2.53314
C -3.21513 2.26506 2.26310
Sb -1.15642 1.49073 2.17909
C -0.90781 0.61846 4.15983
C -1.19642 1.61145 5.26501
C -0.02625 3.37887 2.26958
C -0.79587 4.58509 2.76340
H -5.24770 1.69499 2.61197
H -4.07616 0.69743 3.47005
H -4.31782 0.47327 1.73771
H -3.18676 2.99417 3.07093
H -3.39774 2.78802 1.32571
H 0.10737 0.23370 4.22026
H -1.58193 -0.23431 4.19136
H -0.51738 2.46078 5.22173
H -1.06248 1.12046 6.22721
H -2.21946 1.97796 5.21811
H 0.34555 3.56047 1.26180
H 0.82935 3.17632 2.91283
H -1.61459 4.83589 2.09651
H -0.12582 5.44169 2.80405
H -1.19140 4.42070 3.76011

Results
HOMO-LUMO gap = 8.10 eV
LUMO energy = -3.4 eV
Net charge = +1
HOMO = -11.545 eV
Max |F| = 0.0320 Eh/bohr
Relative energy (zero: lowest compared OMol25 entry of this formula, charge and spin) = 66.7 kJ/mol